1.
Density functional theory data (wB97M-V/def2-TZVPD) for a molecular structure, C41H60N5OP2S2TeW.

As for the LUMO energy (spin up / spin down): -3.27 / -3.80 eV. Its electronic energy is -102352.5856 eV. Its spin multiplicity is 3. The HOMO energy (spin up / spin down) is -9.58 / -10.29 eV. Its net charge is +1.

Positions of all 113 atoms, in Å:
1 W 0.64 0.38 -0.16
2 C -1.21 2.93 2.40
3 C -0.23 2.04 3.16
4 C -0.79 1.82 4.57
5 P 0.30 0.44 2.33
6 C 1.62 -0.01 3.59
7 C 1.52 -1.45 4.12
8 C 3.03 0.30 3.10
9 C -1.06 -0.75 2.48
10 C -1.62 -1.15 3.70
11 C -2.60 -2.12 3.78
12 C -3.20 -2.53 5.11
13 C -3.01 -2.71 2.59
14 C -2.47 -2.34 1.37
15 C -1.49 -1.34 1.28
16 N -0.93 -0.93 0.04
17 C -1.23 -1.71 -1.12
18 C -2.45 -1.78 -1.76
19 C -2.61 -2.63 -2.85
20 C -1.57 -3.42 -3.32
21 C -1.74 -4.33 -4.52
22 C -0.33 -3.31 -2.69
23 C -0.15 -2.46 -1.62
24 P 1.34 -2.04 -0.65
25 C 2.83 -2.50 -1.64
26 C 2.84 -1.79 -3.00
27 C 3.07 -4.00 -1.86
28 C 1.31 -3.16 0.82
29 C 0.70 -4.53 0.56
30 C 2.70 -3.23 1.48
31 H -1.37 3.84 2.98
32 H -2.17 2.43 2.30
33 H -0.85 3.21 1.43
34 H 0.72 2.57 3.23
35 H -1.81 1.45 4.52
36 H -0.82 2.79 5.08
37 H -0.20 1.15 5.19
38 H 1.42 0.67 4.41
39 H 1.33 -2.17 3.32
40 H 0.73 -1.56 4.86
41 H 2.47 -1.72 4.60
42 H 3.35 -0.39 2.33
43 H 3.73 0.23 3.94
44 H 3.11 1.31 2.68
45 H -1.26 -0.70 4.61
46 H -2.64 -2.11 5.95
47 H -3.23 -3.61 5.22
48 H -4.23 -2.17 5.20
49 H -3.76 -3.50 2.61
50 H -2.81 -2.84 0.47
51 H -3.29 -1.18 -1.40
52 H -3.58 -2.68 -3.34
53 H -2.80 -4.52 -4.72
54 H -1.24 -5.28 -4.36
55 H -1.32 -3.87 -5.42
56 H 0.50 -3.90 -3.07
57 H 3.65 -2.11 -1.05
58 H 2.11 -2.23 -3.67
59 H 3.83 -1.89 -3.45
60 H 2.63 -0.73 -2.90
61 H 2.28 -4.48 -2.44
62 H 3.19 -4.56 -0.94
63 H 3.99 -4.11 -2.43
64 H 0.65 -2.64 1.51
65 H 1.25 -5.09 -0.20
66 H -0.34 -4.46 0.24
67 H 0.73 -5.11 1.48
68 H 3.38 -3.87 0.91
69 H 2.61 -3.66 2.48
70 H 3.17 -2.25 1.58
71 S 3.10 0.44 -0.33
72 C 3.56 2.01 -0.94
73 C 4.82 2.20 -1.51
74 C 5.20 3.46 -1.96
75 C 6.50 3.63 -2.57
76 N 7.53 3.74 -3.06
77 C 4.32 4.54 -1.82
78 C 3.07 4.34 -1.25
79 C 2.68 3.08 -0.84
80 S 1.08 2.82 -0.19
81 C 4.69 5.87 -2.27
82 N 4.95 6.93 -2.64
83 H 5.50 1.37 -1.60
84 H 2.39 5.18 -1.15
85 C -1.81 4.47 -1.33
86 N -2.85 3.81 -0.55
87 C -3.71 4.72 0.20
88 C -2.84 2.46 -0.35
89 O -1.83 1.75 -0.47
90 N -4.06 1.92 -0.03
91 C -4.15 0.59 0.54
92 C -5.31 2.45 -0.56
93 H -2.27 5.22 -1.96
94 H -1.31 3.75 -1.96
95 H -1.07 4.95 -0.69
96 H -3.08 5.48 0.67
97 H -4.23 4.18 0.99
98 H -4.43 5.22 -0.44
99 H -3.17 0.25 0.85
100 H -4.55 -0.13 -0.19
101 H -4.82 0.59 1.40
102 H -5.12 3.28 -1.23
103 H -5.99 2.76 0.23
104 H -5.81 1.66 -1.14
105 C 1.20 2.37 -3.71
106 Te -0.07 0.92 -2.81
107 C 0.31 -0.36 -4.48
108 H 0.81 2.51 -4.71
109 H 2.23 2.01 -3.74
110 H 1.15 3.29 -3.15
111 H 1.38 -0.43 -4.67
112 H -0.20 0.12 -5.31
113 H -0.12 -1.34 -4.29

2.
Density functional theory data (wB97M-V/def2-TZVPD) for 8 unconnected molecules or ions with the total composition C41H61Br2F7N2O11S2.

As for the LUMO energy: -1.88 eV. Its electronic energy is -249781.8903 eV. The HOMO energy is -8.84 eV.

Positions of all 126 atoms, in Å:
1 C 0.16 3.63 2.93
2 C 0.09 3.36 1.46
3 Br -0.74 4.73 0.46
4 C 0.55 2.26 0.87
5 Br 0.46 1.93 -0.99
6 C 1.21 1.16 1.61
7 C 0.68 -0.07 1.68
8 N -0.53 -0.39 1.06
9 C -1.48 -0.86 1.65
10 S -2.70 -1.49 2.37
11 C 1.39 -1.16 2.40
12 O 0.92 -2.26 2.50
13 C 2.75 -0.88 3.00
14 N 3.32 -1.98 3.57
15 C 3.27 0.37 2.91
16 S 4.84 0.77 3.59
17 O 4.67 1.81 4.57
18 O 5.53 -0.42 3.99
19 C 5.92 1.54 2.23
20 F 7.18 1.24 2.61
21 F 5.77 2.87 2.28
22 C 5.76 1.11 0.73
23 F 6.85 1.62 0.10
24 F 4.66 1.66 0.19
25 C 5.74 -0.43 0.41
26 F 6.46 -1.13 1.28
27 F 4.49 -0.89 0.37
28 F 6.27 -0.61 -0.81
29 C 2.52 1.47 2.27
30 O 2.96 2.59 2.26
31 H 1.06 4.22 3.15
32 H -0.71 4.20 3.26
33 H 0.22 2.70 3.50
34 H 2.63 -2.72 3.70
35 H 3.73 -1.78 4.48
36 C 0.33 8.89 3.94
37 C 1.35 8.60 2.84
38 C 1.12 7.11 2.59
39 O -0.26 6.86 2.86
40 C -0.83 8.00 3.52
41 H 0.05 9.94 4.01
42 H 0.72 8.56 4.90
43 H 1.10 9.17 1.94
44 H 2.37 8.83 3.11
45 H 1.73 6.50 3.27
46 H 1.34 6.81 1.57
47 H -1.49 8.51 2.81
48 H -1.43 7.65 4.36
49 C 0.47 -2.15 -4.62
50 C 0.85 -3.22 -3.61
51 C 1.07 -2.39 -2.35
52 O 0.19 -1.27 -2.45
53 C -0.35 -1.19 -3.77
54 H -0.08 -2.54 -5.48
55 H 1.37 -1.65 -5.00
56 H 0.01 -3.91 -3.47
57 H 1.72 -3.81 -3.88
58 H 2.10 -2.02 -2.30
59 H 0.85 -2.94 -1.43
60 H -1.40 -1.49 -3.73
61 H -0.29 -0.16 -4.12
62 C -1.21 -6.71 -7.62
63 C -1.24 -7.33 -6.22
64 C -0.45 -6.30 -5.42
65 O -0.68 -5.04 -6.04
66 C -1.32 -5.23 -7.31
67 H -2.01 -7.07 -8.27
68 H -0.25 -6.93 -8.10
69 H -2.27 -7.38 -5.86
70 H -0.82 -8.33 -6.17
71 H 0.62 -6.52 -5.45
72 H -0.76 -6.25 -4.37
73 H -2.36 -4.91 -7.23
74 H -0.82 -4.60 -8.05
75 C -7.90 0.11 0.87
76 C -7.24 -0.94 -0.02
77 C -5.79 -0.86 0.42
78 O -5.81 -0.49 1.81
79 C -7.13 -0.07 2.17
80 H -8.97 -0.02 0.99
81 H -7.71 1.11 0.46
82 H -7.65 -1.93 0.20
83 H -7.37 -0.75 -1.09
84 H -5.25 -0.08 -0.14
85 H -5.25 -1.80 0.32
86 H -7.58 -0.84 2.80
87 H -7.06 0.85 2.75
88 C 5.99 -1.76 -4.60
89 C 5.04 -1.75 -5.79
90 C 4.65 -3.22 -5.90
91 O 4.69 -3.74 -4.57
92 C 5.33 -2.80 -3.70
93 H 6.10 -0.79 -4.11
94 H 6.98 -2.10 -4.91
95 H 4.16 -1.14 -5.56
96 H 5.49 -1.36 -6.71
97 H 5.37 -3.77 -6.51
98 H 3.65 -3.37 -6.31
99 H 4.57 -2.34 -3.05
100 H 6.04 -3.33 -3.06
101 C -5.41 4.53 -1.36
102 C -6.41 4.67 -2.51
103 C -7.14 3.33 -2.44
104 O -7.13 2.94 -1.07
105 C -6.23 3.77 -0.33
106 H -5.04 5.48 -0.99
107 H -4.55 3.93 -1.68
108 H -7.10 5.49 -2.30
109 H -5.95 4.85 -3.48
110 H -6.62 2.57 -3.03
111 H -8.17 3.39 -2.79
112 H -6.81 4.45 0.30
113 H -5.62 3.14 0.32
114 C 0.49 -2.38 8.11
115 C -0.07 -3.54 7.28
116 C 0.61 -3.31 5.94
117 O 1.88 -2.72 6.23
118 C 1.92 -2.30 7.60
119 H 0.44 -2.55 9.18
120 H -0.05 -1.46 7.88
121 H 0.24 -4.49 7.71
122 H -1.16 -3.54 7.20
123 H 0.03 -2.62 5.31
124 H 0.77 -4.23 5.38
125 H 2.58 -2.98 8.15
126 H 2.34 -1.30 7.65

3.
Density functional theory data (wB97M-V/def2-TZVPD) for 4 unconnected molecules or ions with the total composition C41H62FN3.

As for the LUMO energy: -0.51 eV. Its electronic energy is -50707.1302 eV. The HOMO energy is -8.66 eV.

Positions of all 107 atoms, in Å:
1 C 8.17 3.84 -0.93
2 C 7.72 2.33 -0.83
3 C 7.23 1.75 0.43
4 C 6.82 0.28 0.48
5 C 6.90 -0.60 -0.72
6 C 6.51 -2.11 -0.63
7 C 5.05 -2.42 -1.11
8 C 4.04 -1.39 -0.95
9 C 2.59 -1.58 -1.33
10 N 1.73 -0.51 -1.11
11 C 0.44 -0.81 -1.45
12 C -0.62 0.31 -1.20
13 C -0.75 1.44 -2.13
14 C -1.70 2.58 -1.97
15 C -2.56 2.43 -0.75
16 C -2.33 1.22 0.05
17 N -1.43 0.21 -0.10
18 C 0.03 -2.12 -2.03
19 N 0.84 -3.18 -2.30
20 C 2.14 -2.87 -1.91
21 C 3.20 -3.94 -2.09
22 C 4.60 -3.75 -1.71
23 C 5.61 -4.93 -1.91
24 C 6.71 -4.55 -3.00
25 F 6.26 -5.27 -0.68
26 C 7.39 0.06 -1.96
27 C 7.79 1.47 -2.05
28 H 7.42 4.35 -1.61
29 H 8.11 4.37 0.05
30 H 9.19 3.95 -1.42
31 H 7.16 2.33 1.39
32 H 6.45 -0.18 1.44
33 H 7.26 -2.70 -1.22
34 H 6.55 -2.38 0.47
35 H 4.33 -0.41 -0.49
36 H -0.07 1.46 -3.02
37 H -1.78 3.43 -2.68
38 H -3.33 3.20 -0.47
39 H -3.02 1.11 0.94
40 H -1.07 -2.26 -2.27
41 H 2.87 -4.93 -2.50
42 H 5.01 -5.83 -2.22
43 H 6.86 -5.39 -3.74
44 H 7.69 -4.48 -2.43
45 H 6.48 -3.56 -3.50
46 H 7.45 -0.59 -2.87
47 H 8.18 1.92 -3.01
48 C -9.27 1.28 -1.90
49 C -8.80 -0.04 -1.31
50 C -7.83 0.13 -0.14
51 C -6.51 0.83 -0.48
52 C -5.69 0.16 -1.59
53 C -5.23 -1.25 -1.23
54 H -8.44 1.86 -2.31
55 H -9.99 1.10 -2.70
56 H -9.77 1.89 -1.14
57 H -8.35 -0.66 -2.09
58 H -9.67 -0.60 -0.95
59 H -7.62 -0.85 0.29
60 H -8.32 0.70 0.65
61 H -5.90 0.89 0.42
62 H -6.71 1.86 -0.78
63 H -4.81 0.77 -1.78
64 H -6.26 0.13 -2.53
65 H -4.62 -1.24 -0.32
66 H -4.63 -1.67 -2.03
67 H -6.08 -1.92 -1.07
68 C -13.35 -2.70 -0.13
69 C -13.08 -1.23 -0.43
70 C -12.36 -0.50 0.70
71 C -13.14 -0.43 2.02
72 C -14.51 0.23 1.93
73 C -14.46 1.69 1.50
74 H -14.01 -2.82 0.73
75 H -13.83 -3.18 -0.99
76 H -12.42 -3.24 0.07
77 H -14.02 -0.73 -0.68
78 H -12.45 -1.17 -1.33
79 H -12.12 0.51 0.37
80 H -11.40 -1.00 0.89
81 H -12.53 0.12 2.75
82 H -13.26 -1.44 2.43
83 H -14.99 0.17 2.91
84 H -15.16 -0.33 1.25
85 H -13.85 2.27 2.20
86 H -15.46 2.12 1.48
87 H -14.03 1.80 0.50
88 C 12.31 3.92 4.24
89 C 11.13 2.96 4.37
90 C 11.57 1.50 4.54
91 C 12.36 0.91 3.37
92 C 11.65 0.96 2.01
93 C 10.36 0.15 1.98
94 H 12.91 3.71 3.36
95 H 11.94 4.95 4.15
96 H 12.95 3.87 5.12
97 H 10.48 3.06 3.50
98 H 10.54 3.24 5.24
99 H 10.68 0.89 4.72
100 H 12.18 1.42 5.44
101 H 12.60 -0.13 3.60
102 H 13.32 1.43 3.28
103 H 12.32 0.57 1.25
104 H 11.43 2.00 1.73
105 H 10.56 -0.90 2.22
106 H 9.90 0.19 0.99
107 H 9.62 0.53 2.69

4.
Density functional theory data (wB97M-V/def2-TZVPD) for 10 unconnected molecules or ions with the total composition C41H62NO19.

As for the LUMO energy: -4.54 eV. Its electronic energy is -83891.7062 eV. The HOMO energy is -10.65 eV. Its net charge is +1.

Positions of all 123 atoms, in Å:
1 C -1.57 0.73 0.62
2 N -0.24 0.86 1.38
3 C 0.67 1.41 0.36
4 C -0.37 1.74 2.57
5 C 0.01 -0.55 1.69
6 C 1.46 -0.78 2.16
7 O 1.55 -2.15 2.32
8 H -2.00 1.71 0.10
9 H -2.40 0.26 1.32
10 H -1.59 -0.08 -0.10
11 H 1.59 1.72 0.92
12 H 0.39 2.31 0.09
13 H 0.88 0.75 -0.39
14 H -0.64 2.65 2.21
15 H 0.55 1.64 3.12
16 H -1.12 1.29 3.10
17 H -0.09 -1.13 0.82
18 H -0.62 -0.77 2.50
19 H 1.72 -0.27 2.98
20 H 2.18 -0.36 1.50
21 H 2.50 -2.31 2.84
22 C -6.71 3.01 -0.93
23 C -5.50 2.55 -1.64
24 C -5.37 2.80 -3.21
25 O -4.41 2.52 -3.86
26 C -6.45 3.59 -3.73
27 C -7.66 4.00 -2.93
28 C -7.82 3.72 -1.48
29 O -8.80 4.20 -0.93
30 O -8.83 4.39 -3.53
31 O -4.37 1.76 -1.13
32 H -6.95 2.64 0.06
33 H -6.36 3.70 -4.76
34 H -8.65 4.38 -4.57
35 H -3.88 1.53 -1.97
36 C -3.41 4.72 0.62
37 C -4.74 5.38 0.32
38 C -4.95 5.98 -0.97
39 O -5.96 6.63 -1.18
40 C -3.91 5.76 -1.98
41 C -2.48 5.29 -1.69
42 C -2.23 4.81 -0.32
43 O -1.20 4.35 -0.10
44 O -1.50 5.24 -2.60
45 O -5.68 5.43 1.23
46 H -3.28 4.25 1.66
47 H -4.23 5.88 -2.88
48 H -1.76 5.45 -3.47
49 H -6.40 5.94 0.82
50 C 4.79 -1.22 -0.58
51 C 4.02 0.03 -0.92
52 C 3.41 0.22 -2.25
53 O 2.80 1.28 -2.50
54 C 3.56 -0.84 -3.09
55 C 4.35 -2.15 -2.80
56 C 4.90 -2.27 -1.53
57 O 5.37 -3.38 -1.15
58 O 4.46 -3.08 -3.81
59 O 3.97 1.11 -0.14
60 H 5.21 -1.33 0.27
61 H 3.43 -0.72 -4.25
62 H 5.05 -3.81 -3.31
63 H 4.04 1.84 -0.58
64 C 2.21 -4.20 -0.32
65 C 1.52 -3.32 -1.37
66 O 1.18 -2.16 -1.01
67 C 1.07 -3.94 -2.65
68 H 3.04 -3.49 0.13
69 H 2.87 -5.06 -0.66
70 H 1.29 -4.43 0.19
71 H 0.82 -3.13 -3.39
72 H 0.49 -4.79 -2.30
73 H 1.87 -4.48 -3.12
74 C 4.02 5.99 -0.61
75 C 3.15 4.81 -1.13
76 O 3.51 3.63 -1.17
77 C 1.74 5.24 -1.62
78 H 4.96 5.51 -0.21
79 H 3.64 6.45 0.22
80 H 4.38 6.64 -1.37
81 H 1.38 4.13 -1.63
82 H 1.94 5.86 -2.52
83 H 1.18 5.60 -0.65
84 C 6.42 -4.31 4.91
85 C 6.21 -3.67 3.59
86 O 5.26 -3.03 3.38
87 C 7.20 -4.05 2.55
88 H 7.37 -4.13 5.29
89 H 6.42 -5.35 4.88
90 H 5.71 -3.71 5.57
91 H 6.77 -4.72 1.86
92 H 8.12 -4.57 3.03
93 H 7.37 -3.22 1.88
94 C -2.06 -3.47 0.77
95 C -3.10 -2.80 1.53
96 O -3.53 -1.69 1.12
97 C -3.80 -3.56 2.67
98 H -1.08 -3.48 1.32
99 H -1.82 -2.92 -0.14
100 H -2.38 -4.45 0.38
101 H -4.33 -2.86 3.29
102 H -2.78 -3.82 3.29
103 H -4.33 -4.47 2.41
104 C -0.91 2.10 -3.36
105 C -1.32 0.67 -3.39
106 O -2.53 0.47 -2.94
107 C -0.34 -0.44 -3.75
108 H -0.30 2.18 -4.39
109 H -0.33 2.28 -2.53
110 H -1.69 2.71 -3.13
111 H -0.94 -1.36 -3.42
112 H 0.51 -0.37 -3.11
113 H -0.10 -0.49 -4.79
114 C -0.32 -7.21 5.04
115 C 0.07 -5.88 4.46
116 O -0.68 -5.04 4.30
117 C 1.53 -5.57 4.18
118 H 0.20 -7.49 6.04
119 H -0.16 -7.99 4.19
120 H -1.33 -7.08 5.38
121 H 1.87 -6.15 3.46
122 H 2.32 -5.68 4.96
123 H 1.81 -4.50 4.13